(1)
Molecular formula: C60H57F6N3O
Method: DFT, the ωB97M-V functional and the def2-TZVPD basis

```
127
C60H57F6N3O | OMol25 | the ωB97M-V functional and the def2-TZVPD basis
C -2.659 -3.363 3.625
C -2.756 -1.838 3.551
C -3.254 -1.295 4.885
C -3.614 -1.393 2.364
C -4.970 -1.112 2.526
C -5.832 -1.084 1.431
C -5.328 -1.249 0.142
C -3.967 -1.474 -0.059
C -3.444 -1.796 -1.469
C -3.185 -0.530 -2.278
C -4.328 -2.792 -2.220
C -3.104 -1.420 1.052
N -1.705 -1.679 0.828
N -1.392 -2.963 0.528
N -0.034 -3.012 0.485
C 0.589 -4.049 -0.297
C 1.432 -3.732 -1.397
C 1.342 -2.408 -2.162
C 0.318 -2.514 -3.299
C 2.711 -1.921 -2.614
C 2.291 -4.721 -1.865
C 2.188 -6.028 -1.397
C 1.149 -6.377 -0.539
C 0.324 -5.395 0.019
C -0.779 -5.828 0.992
C -0.214 -6.336 2.316
C -1.730 -6.855 0.381
C 0.512 -1.783 0.852
C 1.948 -1.663 0.979
C 2.738 -2.815 1.243
C 4.120 -2.768 1.161
C 4.948 -4.005 1.394
F 6.157 -3.941 0.752
F 5.203 -4.217 2.725
F 4.320 -5.129 0.919
C 4.781 -1.583 0.877
C 4.025 -0.436 0.669
C 4.761 0.817 0.325
F 3.977 1.939 0.454
F 5.851 1.029 1.111
F 5.190 0.807 -0.988
C 2.639 -0.449 0.743
C -0.552 -0.888 1.031
C -0.607 0.490 1.196
H -2.274 -3.774 2.687
H -1.978 -3.672 4.428
H -3.638 -3.825 3.822
H -1.747 -1.441 3.377
H -3.401 -0.215 4.819
H -4.194 -1.772 5.182
H -2.511 -1.486 5.665
H -5.370 -0.990 3.532
H -6.901 -0.932 1.585
H -6.003 -1.231 -0.717
H -2.489 -2.306 -1.301
H -2.470 0.103 -1.738
H -2.778 -0.774 -3.270
H -4.117 0.039 -2.399
H -4.452 -3.702 -1.621
H -5.319 -2.368 -2.425
H -3.866 -3.075 -3.174
H 0.961 -1.661 -1.457
H -0.615 -2.960 -2.926
H 0.083 -1.523 -3.712
H 0.684 -3.166 -4.105
H 3.421 -1.979 -1.784
H 3.103 -2.521 -3.443
H 2.661 -0.874 -2.936
H 3.046 -4.459 -2.606
H 2.904 -6.774 -1.747
H 0.994 -7.420 -0.244
H -1.361 -4.920 1.176
H 0.471 -5.604 2.756
H -1.030 -6.510 3.027
H 0.344 -7.273 2.185
H -2.158 -6.445 -0.539
H -1.204 -7.789 0.139
H -2.546 -7.062 1.085
H 2.259 -3.759 1.490
H 5.859 -1.545 0.841
H 2.052 0.448 0.577
H 0.323 1.032 1.210
H -1.587 0.950 1.294
C 4.163 3.365 -5.563
C 4.327 2.673 -4.358
C 3.513 2.953 -3.255
C 2.523 3.971 -3.290
C 1.668 4.264 -2.116
C 1.872 3.690 -0.879
C 1.047 3.951 0.268
C 1.289 3.397 1.559
C 1.134 4.214 2.745
C -0.131 4.569 3.295
C -0.235 5.636 4.185
C 0.908 6.364 4.552
C 2.175 5.900 4.159
C 2.295 4.786 3.336
C 0.012 4.915 0.107
C -0.402 5.361 -1.127
C -1.708 6.014 -1.294
C -2.676 5.942 -0.256
C -3.930 6.545 -0.371
C -4.288 7.216 -1.547
C -3.351 7.293 -2.589
C -2.080 6.731 -2.449
C 0.574 5.273 -2.237
O 0.544 6.098 -3.174
C 2.410 4.669 -4.512
C 3.190 4.371 -5.626
H 4.768 3.125 -6.440
H 5.095 1.904 -4.269
H 3.662 2.362 -2.352
H 2.738 3.067 -0.690
H 1.814 2.447 1.644
H -1.020 4.037 2.948
H -1.214 5.908 4.587
H 0.812 7.261 5.173
H 3.070 6.423 4.497
H 3.272 4.389 3.043
H -0.459 5.300 1.011
H -2.443 5.402 0.663
H -4.638 6.473 0.458
H -5.286 7.653 -1.656
H -3.615 7.797 -3.519
H -1.346 6.873 -3.237
H 1.695 5.481 -4.582
H 3.035 4.937 -6.543
```

As for the LUMO energy: -1.1 eV. As for the energy: -85965.4902 eV.


(2)
Molecular formula: C4H7FS
Method: DFT, the ωB97M-V functional and the def2-TZVPD basis

```
13
C4H7FS | OMol25 | the ωB97M-V functional and the def2-TZVPD basis
C 0.247 1.332 -0.329
C -0.034 -0.106 0.003
C -1.015 -0.885 -0.558
C 0.655 -0.336 1.237
H 0.543 1.384 -1.428
H -0.794 2.085 -0.361
H 1.272 1.733 0.102
H -0.791 -2.030 -0.326
H -1.092 -0.880 -1.649
H 0.600 -1.249 1.678
H 1.131 0.422 1.854
F -2.262 -0.560 0.162
S 1.540 -0.911 -0.385
```

As for the LUMO energy: 0.7 eV. As for the SMILES: C[C@]1(CF)CS1. As for the energy: -17811.3305 eV.


(3)
Molecular formula: C18H54O9
Method: DFT, the ωB97M-V functional and the def2-TZVPD basis

```
81
C18H54O9 | OMol25 | the ωB97M-V functional and the def2-TZVPD basis
C 18.605 -23.137 -20.043
C 17.309 -23.341 -19.333
O 16.515 -22.216 -19.266
H 18.432 -22.899 -21.164
H 19.154 -24.063 -19.989
H 19.218 -22.403 -19.477
H 17.279 -23.520 -18.116
H 16.907 -24.213 -19.720
H 15.984 -22.364 -18.628
C 18.008 -17.339 -20.081
C 17.957 -18.730 -20.706
O 17.773 -19.575 -19.516
H 18.280 -16.900 -20.915
H 18.899 -17.274 -19.338
H 17.162 -17.060 -19.567
H 18.711 -19.028 -21.287
H 17.062 -18.724 -21.299
H 17.708 -20.432 -19.714
C 17.185 -22.389 -14.750
C 16.091 -22.613 -13.691
O 14.819 -22.884 -14.383
H 17.290 -23.071 -15.349
H 18.057 -22.203 -14.112
H 16.924 -21.625 -15.173
H 16.205 -21.768 -13.307
H 16.559 -23.461 -12.972
H 14.074 -22.758 -13.923
C 24.401 -18.041 -17.867
C 23.155 -18.820 -17.761
O 22.011 -17.991 -17.332
H 24.491 -17.175 -18.649
H 25.062 -18.699 -18.143
H 24.493 -17.569 -16.815
H 23.424 -19.783 -17.113
H 23.023 -19.272 -18.719
H 21.153 -18.538 -17.374
C 20.482 -21.354 -15.966
C 19.348 -20.646 -16.579
O 19.874 -19.797 -17.530
H 21.060 -20.645 -15.418
H 21.243 -21.664 -16.735
H 20.316 -22.119 -15.320
H 18.749 -20.005 -15.761
H 18.683 -21.338 -17.101
H 19.192 -19.721 -18.403
C 20.245 -15.900 -14.539
C 19.567 -17.038 -15.388
O 18.279 -17.289 -14.846
H 20.428 -15.984 -13.464
H 19.853 -14.913 -14.370
H 21.178 -15.540 -14.994
H 20.361 -17.888 -15.553
H 19.596 -16.638 -16.426
H 17.930 -17.731 -15.497
C 14.946 -18.338 -15.703
C 15.576 -19.159 -16.703
O 16.825 -18.721 -17.046
H 13.936 -18.482 -15.607
H 15.222 -17.434 -15.921
H 15.375 -18.653 -14.932
H 15.070 -19.058 -17.688
H 15.594 -20.102 -16.426
H 17.157 -18.971 -17.898
C 20.669 -19.267 -12.572
C 20.202 -18.590 -11.342
O 21.439 -18.277 -10.475
H 21.354 -20.172 -12.716
H 21.255 -18.674 -13.250
H 20.107 -19.683 -13.363
H 19.494 -19.105 -10.888
H 19.793 -17.532 -11.351
H 20.892 -17.605 -9.837
C 22.422 -24.540 -17.968
C 22.510 -25.971 -17.402
O 22.713 -25.894 -16.045
H 21.750 -23.897 -17.531
H 22.320 -24.660 -18.959
H 23.575 -24.153 -18.083
H 23.273 -26.673 -17.692
H 21.585 -26.430 -17.438
H 22.552 -26.786 -15.450
```

As for the LUMO energy: 0.4 eV. As for the SMILES: CCO.CCO.CCO.CCO.CCO.CCO.CCO.CCO.CCO. As for the energy: -37953.8158 eV.


(4)
Molecular formula: C8H22CuN2O10S2
Method: DFT, the ωB97M-V functional and the def2-TZVPD basis

```
45
C8H22CuN2O10S2 | OMol25 | the ωB97M-V functional and the def2-TZVPD basis
Cu 12.609 -14.294 12.695
S 15.517 -14.675 13.918
O 15.787 -13.715 14.994
O 16.530 -15.757 13.975
O 14.164 -15.298 14.063
O 15.541 -14.032 12.586
S 11.781 -11.894 13.942
O 11.319 -10.590 13.436
O 10.902 -12.991 13.447
O 13.162 -12.263 13.508
O 11.789 -11.833 15.411
C 9.353 -15.885 10.038
C 10.716 -15.647 10.722
C 11.330 -14.333 10.234
O 12.726 -14.407 10.398
C 13.424 -13.221 10.115
N 10.574 -15.562 12.165
H 9.429 -16.327 9.036
H 8.855 -14.920 9.894
H 8.732 -16.531 10.658
H 11.405 -16.436 10.415
H 10.901 -13.496 10.801
H 11.057 -14.178 9.177
H 13.124 -12.429 10.812
H 13.314 -12.841 9.085
H 14.497 -13.339 10.262
H 10.101 -14.724 12.516
H 9.994 -16.280 12.596
C 11.950 -18.576 13.218
C 13.401 -18.610 12.733
C 13.662 -17.874 11.434
O 14.925 -18.150 10.889
C 14.942 -18.190 9.498
N 14.279 -18.086 13.788
H 11.765 -19.427 13.885
H 11.211 -18.807 12.424
H 11.677 -17.656 13.726
H 13.755 -19.643 12.610
H 13.512 -16.788 11.540
H 12.818 -18.200 10.799
H 14.931 -17.203 9.017
H 14.098 -18.775 9.102
H 15.881 -18.677 9.220
H 14.078 -18.515 14.691
H 14.080 -17.069 13.978
```

As for the LUMO energy: 6.3 eV. Its net charge is -3. As for the energy: -98413.9185 eV.